ORCA calculation (wB97M-V/def2-TZVPD) on C2H4ClNSi in the gas phase at a distorted geometry.

Geometry as XYZ:
```
9
Properties=species:S:1:pos:R:3:forces:R:3
N 0.890231 -1.178366 0.965683 2.018 -0.358 -2.234
Si 0.607377 0.357861 0.319503 -1.559 -1.854 1.246
C -0.848533 0.535483 -0.692575 -1.121 0.429 -2.325
C -1.664339 0.789511 -1.565228 1.170 -0.444 2.025
Cl -2.977577 1.170975 -2.407519 -0.853 0.234 -0.898
H 1.519551 -1.830299 0.494719 -0.511 0.286 0.376
H 0.414110 -1.576251 1.696993 -1.251 -1.011 1.810
H 1.771875 0.677232 -0.279253 2.457 1.052 -1.680
H 0.287305 1.053854 1.467677 -0.350 1.666 1.680
```
Positions in Å, forces in eV/Å.

Summary:
E_HOMO ... -9.71 eV
SMILES ... N[SiH2]C#CCl
Calculated total energy ... -882.98536 hartree

ORCA calculation (wB97M-V/def2-TZVPD) on 2 unconnected molecules or ions with the total composition C5H14OS2Si at a distorted geometry.

Geometry as XYZ:
```
23
Properties=species:S:1:pos:R:3:forces:R:3
C 1.364972 2.441831 -0.588848 -2.355 1.923 1.147
C -2.954657 -0.180467 -0.313270 3.265 -0.878 0.599
C -0.321904 -2.176783 -0.750967 -0.116 1.293 1.861
C 0.847426 1.029579 -0.546426 -0.984 0.866 0.372
C -0.175609 0.806437 0.429190 0.934 -2.400 -0.612
O -1.544685 -1.285402 1.925525 0.714 -2.276 -0.377
Si -1.202927 -0.778855 0.331449 -0.875 -1.046 0.391
S 3.334955 -0.538058 0.489651 -0.735 0.674 1.073
S 2.281291 -1.388269 2.010387 -0.247 0.417 -0.811
H 1.671398 2.842392 0.403876 0.007 -0.548 -0.611
H 0.543915 3.150181 -0.918713 0.454 -0.827 0.538
H 2.066572 2.674154 -1.309598 2.056 -0.119 -1.329
H -3.407369 -1.051498 -0.674502 -1.307 -1.209 -0.137
H -3.325820 0.271795 0.553932 -1.228 0.338 1.267
H -2.921591 0.528145 -1.078215 0.213 1.187 -1.343
H 0.706804 -1.786130 -0.782713 -0.217 -0.213 -0.693
H -0.200314 -3.126120 -0.196238 -0.477 0.418 -0.289
H -0.835547 -2.292871 -1.699148 0.327 -0.109 -0.198
H 0.589995 0.624154 -1.535813 0.076 -0.039 0.165
H 1.769798 0.332890 -0.305894 0.240 -0.303 0.342
H -0.372803 1.447873 1.268657 0.332 0.543 0.209
H -1.310790 -2.249883 2.206191 -0.464 2.861 -0.980
H 3.396879 0.704898 1.081480 0.387 -0.555 -0.584
```
Positions in Å, forces in eV/Å.

Summary:
E_HOMO ... -7.49 eV
Calculated total energy ... -1359.94636 hartree

ORCA calculation (wB97M-V/def2-TZVPD) on C3H6N2S2 in the gas phase at a distorted geometry.

Geometry as XYZ:
```
13
Properties=species:S:1:pos:R:3:forces:R:3
C 0.406050 -1.381061 0.565251 2.388 1.704 -1.548
C -0.354294 -0.029695 0.247589 1.826 -1.891 1.315
C -1.244632 -0.136092 -0.961909 0.893 0.233 -2.735
N 1.674088 -1.607942 0.280083 -4.831 -1.610 2.148
N 0.747018 2.515336 0.580910 0.908 -0.783 -0.720
S 0.942388 1.233652 -0.324772 -1.067 0.464 1.482
S 2.600016 -0.483140 -0.275594 1.120 3.134 -0.992
H -0.140235 -2.072298 1.130715 -0.625 -1.340 0.477
H -0.933795 0.127909 1.236115 1.086 0.867 -1.648
H -1.110565 0.800705 -1.626301 -1.060 -1.157 1.311
H -2.257766 -0.403485 -0.721899 -0.490 0.269 -0.020
H -0.868647 -0.908220 -1.692947 -0.247 0.381 0.930
H 0.540377 2.344327 1.562755 0.098 -0.271 0.001
```
Positions in Å, forces in eV/Å.

Summary:
E_HOMO ... -8.39 eV
Calculated total energy ... -1023.67128 hartree

ORCA calculation (wB97M-V/def2-TZVPD) on a molecular structure, C12H44BMgN16O9 at a distorted geometry.

Geometry as XYZ:
```
83
Properties=species:S:1:pos:R:3:forces:R:3
Mg -1.559884 1.507604 -0.155179 0.102 0.918 -0.521
B 0.072053 0.365138 0.791621 1.311 -0.847 -0.223
H -1.030830 0.411230 1.130305 -0.783 -0.203 0.710
H 0.469368 1.438967 0.638586 0.500 1.276 0.047
H 0.689506 -0.174470 1.636152 0.335 -0.010 0.347
H 0.152366 -0.151624 -0.271274 0.126 -0.567 -0.257
C -2.462739 -2.181310 2.531267 -0.831 1.663 0.941
O -2.562226 -2.547109 1.365071 -0.008 -0.351 -0.044
N -1.556250 -1.227604 2.918046 -0.690 -1.839 -0.332
N -3.385157 -2.545721 3.495412 1.127 -0.087 -1.021
H -1.588133 -0.838594 3.840045 0.112 0.220 -0.109
H -1.070916 -0.814414 2.134820 0.252 0.194 0.445
H -4.246079 -2.888191 3.111119 -0.115 -0.274 0.502
H -3.274729 -2.183172 4.422624 -0.492 -0.098 0.122
C -0.874166 4.404755 0.938553 0.802 0.559 0.818
O -1.294843 3.269794 0.730170 -0.567 0.058 -0.078
N -1.707432 5.415745 1.327159 -0.135 -0.408 -0.260
N 0.438077 4.733408 0.876115 -0.369 0.251 -0.202
H -1.356942 6.307042 1.626943 0.094 -0.024 0.059
H -2.579020 5.116000 1.725136 -0.121 0.095 -0.158
H 0.717942 5.650088 1.173497 0.174 -0.031 0.011
H 1.158977 4.044128 0.762890 -0.162 -0.205 -0.139
C 0.675590 2.352721 -2.311994 0.236 0.038 -0.863
O -0.372963 2.302656 -1.658241 -0.315 -0.198 -0.011
N 1.900542 2.380163 -1.747481 -0.639 0.043 0.808
N 0.655556 2.390980 -3.673691 0.653 0.124 0.652
H 1.941421 2.173900 -0.761610 0.222 0.134 0.052
H 2.790056 2.526170 -2.187166 -0.125 -0.116 -0.349
H -0.191245 2.315117 -4.199208 -0.098 0.183 0.031
H 1.547901 2.503009 -4.118960 -0.231 -0.109 -0.494
C 1.846716 -3.488959 0.714674 -1.120 -0.418 -0.134
O 2.521234 -3.048470 -0.208209 0.494 0.062 0.418
N 1.663745 -4.835413 0.932900 0.244 1.028 -0.167
N 1.128853 -2.688905 1.577460 0.679 0.376 -0.417
H 2.256251 -5.471503 0.435579 -0.197 -0.208 -0.027
H 0.966219 -5.121341 1.590728 0.224 -0.434 0.096
H 0.283421 -3.031111 1.999170 0.053 -0.020 0.071
H 1.157261 -1.689589 1.367793 -0.180 -0.800 0.038
C -4.248134 0.925858 1.585781 -0.244 -0.113 0.168
O -3.144662 1.214180 1.110219 -0.362 0.120 -0.130
N -4.929084 -0.193607 1.209902 0.536 0.608 0.070
N -4.810879 1.718334 2.529614 0.174 0.292 0.072
H -5.682374 -0.504971 1.796527 -0.013 -0.233 -0.094
H -4.333150 -0.869544 0.752562 -0.279 -0.209 -0.012
H -5.752807 1.666862 2.872140 -0.059 -0.328 -0.165
H -4.291405 2.536436 2.794317 0.061 -0.004 -0.089
C 4.162125 0.796479 0.165653 -0.447 -0.020 0.930
O 3.926264 1.965327 0.487298 0.013 -0.021 -0.337
N 5.426928 0.277504 0.151219 -0.077 0.284 -0.220
N 3.162201 -0.076948 -0.129265 1.087 -0.462 -0.460
H 6.160820 0.828215 0.555899 -0.014 0.121 -0.075
H 5.619921 -0.685403 -0.050938 -0.118 -0.057 0.053
H 3.395774 -1.054602 -0.223168 -0.446 -0.179 -0.005
H 2.216256 0.142509 0.105181 -0.207 0.150 0.022
C -2.340141 -0.961437 -1.972792 -1.198 0.218 0.423
O -2.053447 0.010737 -1.248545 -0.081 -0.408 -0.907
N -2.505773 -0.810479 -3.311700 0.195 0.067 0.434
N -2.657988 -2.138621 -1.409327 0.220 0.632 -0.454
H -2.768014 -1.592130 -3.883648 0.211 0.009 -0.138
H -2.009722 -0.036289 -3.715236 -0.158 0.012 -0.204
H -3.093865 -2.858627 -1.954809 0.160 -0.258 0.180
H -2.578050 -2.170916 -0.398316 -0.036 -0.468 0.086
C 1.060518 1.941117 4.208730 -0.236 0.854 0.927
O 1.183437 2.650586 5.198118 0.141 -0.371 -0.150
N 0.270993 0.822192 4.192524 0.179 0.059 -0.799
N 1.657813 2.231207 3.027288 0.297 0.202 -0.867
H -0.130759 0.469967 5.036320 -0.010 0.167 0.159
H 0.041068 0.470974 3.279039 0.017 -0.333 0.333
H 2.251528 3.035678 2.954248 0.062 0.034 0.438
H 1.537232 1.719732 2.167501 -0.040 -0.268 0.366
C 1.239125 -1.304655 -3.619407 -1.199 0.834 0.046
C 2.658522 -1.817114 -3.809639 -0.582 0.048 -0.717
C 2.440426 -2.956447 -4.810569 -0.075 -0.038 0.606
O 1.079798 -3.364813 -4.671604 -0.905 -0.432 -0.339
C 0.297325 -2.508028 -3.848864 2.576 0.682 0.871
H 0.949586 -0.540867 -4.351736 0.545 0.081 -0.080
H 1.095761 -0.845551 -2.637655 -0.047 -0.071 0.044
H 3.105658 -2.230882 -2.915549 -0.054 0.259 0.396
H 3.232942 -0.979432 -4.204100 0.462 -0.326 0.041
H 3.009716 -3.840447 -4.523842 0.373 0.129 -0.359
H 2.653200 -2.647294 -5.835959 -0.098 -0.177 -0.060
H 0.207266 -2.869183 -2.816743 -0.743 -0.880 -0.372
H -0.631451 -2.246721 -4.337487 -0.141 -0.184 0.008
```
Positions in Å, forces in eV/Å.

Summary:
E_HOMO ... -11.18 eV
Charge ... +1
Calculated total energy ... -2262.07325 hartree